57
Properties=species:S:1:pos:R:3:nbo_charge:R:1 method="wB97M-V/def2-TZVPD" homo_lumo_gap_ha=0.2001 charge=-2 mol_weight_g_mol=669.9 homo_ev=-0.8
Tl 0.82 -0.76 -0.25 0.685
C 2.14 3.68 1.67 -0.678
C 1.96 2.19 1.51 0.223
N 1.07 1.73 0.70 -0.226
O 0.30 2.69 0.07 -0.627
C 2.81 1.33 2.33 -0.034
C 3.91 1.93 3.17 -0.673
N 2.55 0.05 2.38 -0.047
O 3.23 -0.71 3.18 -0.651
H 1.35 4.21 1.13 0.242
H 3.11 3.98 1.26 0.213
H 2.12 3.96 2.72 0.203
H -0.18 2.11 -0.57 0.518
H 4.61 2.52 2.57 0.189
H 4.44 1.09 3.62 0.248
H 3.52 2.57 3.97 0.182
S 2.23 0.53 -2.48 -0.502
C 2.21 -0.86 -3.55 -0.211
C 3.43 -1.21 -4.17 -0.240
C 3.56 -2.28 -5.02 -0.255
C 2.46 -3.07 -5.31 -0.263
C 1.23 -2.74 -4.75 -0.270
C 1.08 -1.65 -3.87 -0.087
S -0.57 -1.48 -3.23 -0.170
H 4.28 -0.59 -3.92 0.208
H 4.53 -2.51 -5.46 0.184
H 2.54 -3.92 -5.98 0.182
H 0.36 -3.33 -4.97 0.201
C -0.65 -0.24 2.94 -1.045
P -1.20 -1.96 2.87 1.946
C 0.12 -2.88 3.71 -1.019
C -2.67 -2.02 3.98 -1.004
O -1.54 -2.49 1.54 -1.091
H -0.59 0.12 3.97 0.226
H -1.33 0.37 2.34 0.246
H 0.34 -0.20 2.48 0.296
H 0.19 -2.64 4.77 0.223
H 1.05 -2.61 3.21 0.288
H -0.06 -3.95 3.57 0.229
H -2.47 -1.64 4.98 0.216
H -3.02 -3.05 4.03 0.228
H -3.44 -1.41 3.50 0.241
N -2.32 0.79 -3.38 -0.614
C -1.05 0.58 -2.78 0.206
N -1.16 0.80 -1.43 -0.733
C -2.50 0.93 -1.16 0.216
C -3.16 1.19 0.04 -0.280
C -4.55 1.32 0.02 -0.242
C -5.28 1.21 -1.15 -0.280
C -4.63 0.99 -2.37 -0.277
C -3.26 0.87 -2.36 0.097
H -2.52 0.39 -4.27 0.397
H -0.19 0.98 -3.30 0.223
H -2.60 1.33 0.95 0.203
H -5.07 1.53 0.95 0.187
H -6.36 1.30 -1.13 0.185
H -5.19 0.94 -3.30 0.190